(1)
# C35H66B3F3NO13S

A cluster of 4 separate species, C35H66B3F3NO13S in total in a non-equilibrium geometry (the ωB97M-V functional and the def2-TZVPD basis, OMol25).

Structure (XYZ):
```
122
C35H66B3F3NO13S the ωB97M-V functional and the def2-TZVPD basis
C 3.426 -3.830 -2.990
C 4.821 -3.060 -2.746
C 4.741 -1.488 -3.063
C 5.486 -0.592 -1.947
C 4.620 0.685 -1.498
C 4.068 0.544 0.013
C 3.391 1.891 0.538
C 1.807 1.942 0.330
C 1.003 1.053 1.414
C -0.433 1.738 1.599
C -1.653 0.683 1.650
S -1.666 -0.370 3.171
O -2.223 -1.747 2.988
O -0.296 -0.539 3.800
C -2.693 0.473 4.520
F -2.393 -0.250 5.696
F -4.056 0.433 4.280
F -2.230 1.780 4.788
O -2.758 1.590 1.947
B -3.451 2.076 0.705
B -3.557 3.741 0.632
O -2.501 4.674 0.981
O -4.823 4.357 0.231
C -5.700 4.477 1.382
O -2.634 1.367 -0.332
C -2.218 0.101 0.250
C -3.500 -0.859 0.262
C -4.365 -0.857 -1.079
C -4.357 -2.293 -1.852
C -4.311 -2.132 -3.442
C -5.695 -2.431 -4.184
C -6.078 -1.278 -5.250
C -6.550 -0.016 -4.373
B -1.160 -0.693 -0.730
O -0.651 -2.022 -0.400
N -0.608 -0.081 -2.006
C -1.242 -0.674 -3.223
C 0.820 -0.590 -2.047
H 2.924 -3.957 -1.972
H 3.652 -4.866 -3.370
H 2.728 -3.278 -3.692
H 5.105 -3.232 -1.658
H 5.581 -3.535 -3.456
H 5.186 -1.347 -4.104
H 3.630 -1.227 -3.130
H 5.805 -1.204 -1.046
H 6.440 -0.210 -2.453
H 3.768 0.905 -2.228
H 5.303 1.606 -1.486
H 4.982 0.317 0.649
H 3.333 -0.318 0.108
H 3.694 2.157 1.611
H 3.834 2.740 -0.101
H 1.503 3.042 0.412
H 1.562 1.638 -0.743
H 1.599 1.180 2.384
H 0.977 -0.048 1.150
H -0.438 2.270 2.598
H -0.554 2.501 0.777
H -4.574 1.668 0.609
H -2.972 5.468 1.326
H -5.224 5.090 2.224
H -6.660 5.038 1.107
H -6.038 3.458 1.772
H -4.180 -0.709 1.172
H -3.099 -1.929 0.384
H -5.455 -0.719 -0.753
H -4.051 -0.095 -1.853
H -3.364 -2.784 -1.552
H -5.229 -2.912 -1.477
H -3.541 -2.872 -3.861
H -3.963 -1.106 -3.786
H -5.557 -3.376 -4.824
H -6.552 -2.665 -3.475
H -6.986 -1.577 -5.878
H -5.228 -1.037 -5.957
H -7.570 -0.299 -3.943
H -6.674 0.939 -4.968
H -5.847 0.144 -3.501
H -1.129 -2.653 -0.982
H -0.410 -0.806 -3.999
H -2.023 -0.013 -3.703
H -1.601 -1.720 -2.962
H 1.332 -0.493 -1.028
H 1.418 0.073 -2.756
H 0.900 -1.651 -2.452
O 2.185 3.816 5.493
C 1.260 3.979 6.245
O 1.165 5.023 7.113
C 0.001 4.857 7.931
C -0.909 3.938 7.148
C 0.077 3.061 6.403
H 0.307 4.423 8.889
H -0.459 5.829 8.115
H -1.603 3.380 7.778
H -1.497 4.519 6.432
H 0.377 2.192 6.994
H -0.312 2.752 5.435
O 6.682 0.014 4.800
C 5.818 0.559 5.436
O 4.781 1.236 4.881
C 4.002 1.853 5.918
C 4.310 1.061 7.168
C 5.747 0.635 6.939
H 4.304 2.899 6.004
H 2.948 1.811 5.658
H 4.162 1.631 8.087
H 3.668 0.175 7.214
H 6.456 1.388 7.291
H 5.957 -0.333 7.391
O 2.127 -5.748 -4.777
C 2.126 -5.160 -5.825
O 2.861 -4.043 -6.072
C 2.541 -3.539 -7.375
C 1.972 -4.720 -8.129
C 1.292 -5.511 -7.030
H 1.817 -2.726 -7.266
H 3.443 -3.148 -7.848
H 1.302 -4.430 -8.940
H 2.785 -5.312 -8.559
H 0.266 -5.177 -6.861
H 1.320 -6.582 -7.227
```

Calculated values
Net charge ... -1
Frontier orbital gap ... 6.6 eV
E_HOMO ... -4.7 eV
Spin multiplicity ... 1
LUMO level ... 1.89 eV

=====

(2)
# C30H47ClP2Y

A structure of composition C30H47ClP2Y in a non-equilibrium geometry (the ωB97M-V functional and the def2-TZVPD basis, OMol25).

Structure (XYZ):
```
81
C30H47ClP2Y the ωB97M-V functional and the def2-TZVPD basis
Y -0.335 1.418 -1.314
C -0.686 -2.308 2.044
C 0.512 -2.611 1.341
C 1.066 -1.372 3.192
C -0.349 -1.520 3.169
C 1.599 -2.039 2.059
C -2.045 -2.741 1.685
H -2.001 -3.648 1.070
H -2.587 -1.967 1.121
H -2.636 -2.971 2.580
C -1.295 -0.947 4.138
H -2.259 -1.470 4.108
H -1.488 0.119 3.928
H -0.894 -1.012 5.161
C 1.840 -0.650 4.211
H 1.291 -0.610 5.163
H 2.066 0.386 3.905
H 2.806 -1.147 4.386
C 3.028 -2.104 1.701
H 3.639 -2.307 2.591
H 3.388 -1.160 1.266
H 3.204 -2.904 0.979
C 0.594 -3.429 0.119
H 0.442 -4.503 0.331
H 1.574 -3.342 -0.370
H -0.173 -3.141 -0.619
C -2.447 0.891 -1.525
C -2.204 -0.048 -2.702
C -1.072 -1.043 -2.853
C 0.349 -0.497 -3.064
C 1.213 -0.241 -1.751
C 2.236 0.925 -1.975
C 1.797 2.395 -2.241
C 0.532 2.602 -3.082
H -1.334 -1.630 -3.743
H 0.365 0.375 -3.740
H -1.057 -1.781 -2.030
H 0.689 2.364 -4.127
H -2.552 1.991 -1.701
H -2.603 0.279 -3.683
H 0.114 3.611 -2.923
H 1.795 3.003 -1.306
H 2.759 0.623 -2.896
H 2.619 2.845 -2.820
H 0.884 -1.295 -3.625
H 1.838 -1.165 -1.674
P -3.790 -1.078 -1.918
C -5.249 -0.589 -2.808
C -3.556 -2.811 -1.624
P 4.042 0.606 -0.999
C -3.245 0.047 -0.679
C 4.763 -0.696 -2.072
C 4.900 2.066 -1.659
H -5.626 0.381 -2.454
H -6.041 -1.340 -2.693
H -4.984 -0.517 -3.868
H -2.547 -2.996 -1.238
H -3.699 -3.390 -2.544
H -4.280 -3.155 -0.869
H 4.671 2.202 -2.723
H 5.976 1.928 -1.506
H 4.575 2.939 -1.080
H -3.714 0.330 0.262
H 0.738 -0.298 -0.698
H 5.132 -1.480 -1.398
H 5.594 -0.270 -2.648
H 4.025 -1.144 -2.755
Cl -1.228 3.889 -0.405
C -1.220 3.529 1.327
C -2.095 4.235 2.137
C -2.130 3.993 3.517
C -1.265 3.022 4.064
C -0.358 2.347 3.238
C -0.317 2.566 1.838
C 0.662 1.917 0.958
H -2.754 4.986 1.706
H -2.802 4.568 4.152
H -1.299 2.818 5.129
H 0.362 1.655 3.681
H 1.535 2.570 0.797
H 1.003 0.947 1.349
```

Calculated values
ΔE to the lowest compared entry with this formula, charge and spin ... 155.20 kcal/mol
Net charge ... +1
Frontier orbital gap (alpha / beta) ... 6.2 / 6.0 eV
E_HOMO (alpha / beta) ... -9.3 / -9.2 eV
Spin multiplicity ... 1
LUMO level (alpha / beta) ... -3.11 / -3.24 eV

=====

(3)
# C38H33Cl2N4O2PSSe2W

A structure of composition C38H33Cl2N4O2PSSe2W (the ωB97M-V functional and the def2-TZVPD basis, OMol25).

Structure (XYZ):
```
84
C38H33Cl2N4O2PSSe2W the ωB97M-V functional and the def2-TZVPD basis
W 0.863 -0.059 -1.102
N -0.504 -3.643 0.641
C -0.099 -2.733 -0.224
O 0.200 -1.585 0.203
C 0.059 -3.018 -1.674
C 0.204 -1.694 -2.427
H -0.552 -3.410 1.622
H -0.766 -4.567 0.340
H -0.774 -3.627 -2.031
H 0.958 -3.636 -1.771
H -0.760 -1.409 -2.855
H 0.892 -1.813 -3.261
Cl 2.994 -1.398 -1.245
C 4.269 -0.357 -0.596
C 5.428 -0.970 -0.174
C 6.435 -0.160 0.329
C 6.253 1.213 0.393
C 5.068 1.783 -0.042
Cl 4.876 3.495 0.090
C 4.027 1.006 -0.556
S 2.533 1.762 -1.110
H 5.542 -2.043 -0.234
H 7.363 -0.599 0.666
H 7.027 1.854 0.791
O 2.208 0.122 -3.726
N 1.037 0.659 -3.197
C 0.359 1.394 -3.991
C -0.900 2.110 -3.775
C -1.251 2.943 -4.841
C -2.415 3.692 -4.808
C -3.241 3.607 -3.699
C -2.899 2.783 -2.638
C -1.736 2.019 -2.658
P -1.434 0.968 -1.197
C -1.862 2.089 0.154
C -3.081 1.980 0.818
C -3.420 2.906 1.793
C -2.546 3.942 2.100
C -1.334 4.057 1.432
C -0.991 3.133 0.456
C -2.718 -0.319 -1.326
C -3.459 -0.473 -2.499
C -4.353 -1.527 -2.633
C -4.512 -2.441 -1.603
C -3.770 -2.299 -0.437
C -2.870 -1.253 -0.300
H 2.352 0.531 -4.597
H 0.784 1.544 -4.983
H -0.598 3.009 -5.702
H -2.670 4.336 -5.638
H -4.156 4.183 -3.655
H -3.555 2.740 -1.777
H -3.760 1.170 0.584
H -4.366 2.820 2.311
H -2.817 4.669 2.854
H -0.656 4.865 1.668
H -0.046 3.244 -0.068
H -3.355 0.222 -3.320
H -4.926 -1.628 -3.544
H -5.212 -3.259 -1.708
H -3.896 -3.007 0.372
H -2.285 -1.141 0.605
Se 1.100 0.936 1.501
Se 3.080 0.469 2.635
C 3.036 -1.450 2.809
C 3.190 -1.951 4.094
C 3.273 -3.327 4.247
C 3.191 -4.130 3.121
C 3.032 -3.519 1.885
N 2.957 -2.198 1.718
C -0.208 0.357 2.826
C -0.027 0.759 4.142
C -1.017 0.434 5.052
C -2.135 -0.263 4.618
C -2.213 -0.603 3.281
N -1.261 -0.306 2.389
H 3.253 -1.288 4.947
H 3.395 -3.760 5.230
H 3.258 -5.206 3.194
H 2.984 -4.117 0.981
H 0.851 1.313 4.443
H -0.919 0.729 6.088
H -2.930 -0.530 5.299
H -3.078 -1.134 2.897
```

Calculated values
ΔE to the lowest compared entry with this formula, charge and spin ... 0.00 kcal/mol
Net charge ... +2
Frontier orbital gap (alpha / beta) ... 7.1 / 6.5 eV
⟨S²⟩ ... 2.0185
E_HOMO (alpha / beta) ... -12.6 / -12.8 eV
Spin multiplicity ... 3
LUMO level (alpha / beta) ... -5.53 / -6.30 eV

=====

(4)
# C54H51BF3GaO8P

A structure of composition C54H51BF3GaO8P in a non-equilibrium geometry (the ωB97M-V functional and the def2-TZVPD basis, OMol25).

Structure (XYZ):
```
119
C54H51BF3GaO8P the ωB97M-V functional and the def2-TZVPD basis
C 5.429 -2.863 1.988
C 4.724 -3.368 0.715
C 4.175 -2.233 -0.187
C 2.676 -2.411 -0.496
C 2.330 -1.988 -1.936
Ga 1.503 -1.480 0.924
C -0.414 -1.479 0.174
C -1.518 -1.853 1.127
O -2.781 -1.629 0.451
C -1.552 -1.018 2.430
F -1.224 -1.770 3.503
F -0.794 0.065 2.409
F -2.802 -0.573 2.704
B 1.727 -2.549 2.744
C 1.354 -4.084 2.975
O 2.271 -1.897 3.838
P 2.167 0.804 1.097
C 2.987 1.281 -0.508
C 3.452 0.994 2.432
C 2.705 1.284 3.751
H 6.494 -2.683 1.831
H 5.283 -3.523 2.844
H 4.994 -1.901 2.270
H 3.897 -4.016 1.006
H 5.459 -3.944 0.147
H 4.312 -1.286 0.345
H 4.777 -2.199 -1.104
H 2.461 -3.487 -0.437
H 1.268 -1.736 -2.031
H 2.524 -2.784 -2.665
H 2.864 -1.075 -2.209
H -0.634 -0.535 -0.330
H -0.431 -2.241 -0.611
H -1.475 -2.920 1.345
H -3.415 -2.300 0.724
H 0.504 -4.400 2.371
H 1.146 -4.255 4.041
H 2.241 -4.676 2.727
H 2.039 -2.330 4.671
H 3.924 0.753 -0.700
H 3.182 2.354 -0.475
H 2.280 1.062 -1.307
H 4.091 1.851 2.204
H 4.098 0.122 2.546
H 1.659 0.995 3.707
H 2.851 2.337 3.958
H 3.145 0.740 4.592
C -0.586 3.165 4.939
C 0.777 3.036 5.191
C 1.287 3.435 6.416
C 0.449 3.971 7.387
C -0.917 4.119 7.120
C -1.430 3.704 5.897
C -1.831 4.730 8.119
O -3.019 4.859 7.902
C -1.246 5.195 9.413
C -2.069 5.819 10.343
C -1.548 6.246 11.553
C -0.202 6.044 11.843
C 0.622 5.427 10.917
C 0.106 5.009 9.697
C 1.020 4.374 8.698
O 2.193 4.204 8.962
H -0.986 2.844 3.986
H 1.445 2.618 4.432
H 2.344 3.333 6.626
H -2.488 3.809 5.701
H -3.114 5.969 10.111
H -2.189 6.736 12.274
H 0.203 6.372 12.791
H 1.671 5.269 11.132
C -7.428 -3.310 -6.508
C -6.067 -3.483 -6.276
C -5.507 -3.068 -5.080
C -6.304 -2.468 -4.113
C -7.665 -2.275 -4.354
C -8.225 -2.708 -5.550
C -8.531 -1.594 -3.349
O -9.717 -1.433 -3.559
C -7.898 -1.112 -2.090
C -8.677 -0.427 -1.166
C -8.113 0.020 0.016
C -6.770 -0.223 0.285
C -5.985 -0.901 -0.633
C -6.544 -1.342 -1.828
C -5.682 -2.044 -2.822
O -4.514 -2.265 -2.598
H -7.865 -3.643 -7.441
H -5.443 -3.944 -7.031
H -4.452 -3.202 -4.888
H -9.283 -2.565 -5.724
H -9.721 -0.244 -1.381
H -8.720 0.558 0.733
H -6.331 0.121 1.212
H -4.938 -1.077 -0.418
C 1.066 -2.662 -8.640
C 1.127 -2.801 -7.256
C 1.917 -1.947 -6.505
C 2.658 -0.957 -7.139
C 2.615 -0.830 -8.529
C 1.808 -1.681 -9.275
C 3.436 0.197 -9.230
O 3.397 0.313 -10.438
C 4.316 1.075 -8.405
C 5.133 2.004 -9.038
C 5.946 2.835 -8.287
C 5.942 2.748 -6.898
C 5.135 1.821 -6.261
C 4.327 0.977 -7.012
C 3.488 -0.038 -6.309
O 3.482 -0.121 -5.103
H 0.441 -3.326 -9.222
H 0.555 -3.575 -6.763
H 1.967 -2.043 -5.428
H 1.769 -1.570 -10.350
H 5.128 2.068 -10.118
H 6.584 3.555 -8.782
H 6.573 3.403 -6.312
H 5.127 1.743 -5.183
```

Calculated values
ΔE to the lowest compared entry with this formula, charge and spin ... 0.00 kcal/mol
Net charge ... -1
Frontier orbital gap ... 4.1 eV
E_HOMO ... -3.5 eV
Spin multiplicity ... 1
LUMO level ... 0.52 eV

=====

(5)
# C4H4O

The molecule C4H4O (the ωB97M-V functional and the def2-TZVPD basis, OMol25).

Structure (XYZ):
```
9
C4H4O the ωB97M-V functional and the def2-TZVPD basis
O -0.232 1.222 0.400
C -0.910 0.490 -0.438
C -0.249 -0.744 -0.619
C 1.072 -0.711 0.150
C 0.916 0.496 0.777
H -1.831 0.882 -0.855
H -0.498 -1.456 -1.399
H -0.307 -1.287 0.404
H 1.569 1.035 1.452
```

Calculated values
ΔE to the lowest compared entry with this formula, charge and spin ... 89.57 kcal/mol
Frontier orbital gap ... 8.8 eV
E_HOMO ... -8.5 eV
Spin multiplicity ... 1
LUMO level ... 0.24 eV

=====

(6)
# C8H16BF4O4V

A structure of composition C8H16BF4O4V in a non-equilibrium geometry (the ωB97M-V functional and the def2-TZVPD basis, OMol25).

Structure (XYZ):
```
34
C8H16BF4O4V the ωB97M-V functional and the def2-TZVPD basis
V -0.355 0.576 0.118
C 1.743 0.217 1.902
C 2.490 0.781 0.705
O 1.506 1.365 -0.219
C 1.773 1.188 -1.647
C 1.277 -0.182 -2.112
O 0.001 -0.399 -1.413
C -0.831 -1.574 -1.711
C -2.121 -1.381 -0.914
O -1.825 -0.827 0.408
C -1.414 -1.791 1.440
C -0.334 -1.149 2.292
O 0.611 -0.537 1.347
H 2.383 -0.450 2.472
H 1.347 1.003 2.542
H 3.172 1.563 1.024
H 3.045 0.004 0.182
H 1.223 1.983 -2.142
H 2.831 1.311 -1.862
H 1.114 -0.187 -3.186
H 1.947 -0.995 -1.842
H -1.041 -1.614 -2.777
H -0.274 -2.460 -1.416
H -2.764 -0.649 -1.394
H -2.664 -2.318 -0.829
H -2.279 -2.033 2.051
H -1.050 -2.694 0.952
H -0.732 -0.364 2.931
H 0.178 -1.900 2.887
F -1.511 1.988 -1.073
B -2.049 3.007 -0.260
F -1.339 4.082 -0.140
F -3.220 2.780 0.245
F -0.838 1.656 1.438
```

Calculated values
Net charge ... +2
Frontier orbital gap (alpha / beta) ... 9.1 / 12.1 eV
⟨S²⟩ ... 2.0063
E_HOMO (alpha / beta) ... -17.2 / -19.2 eV
Spin multiplicity ... 3
LUMO level (alpha / beta) ... -8.09 / -7.03 eV